C12H33LiN3O3 | ωB97M-V with the def2-TZVPD basis set

Properties
Energy relative to the best compared isomer or geometry (same formula, charge and spin) (kJ/mol): 38.5
Frontier orbital gap (hartree): 0.3777
Charge: +1
Highest occupied orbital energy (eV): -12.445
Max |F| (eV Å⁻¹): 1.57

Positions of all 52 atoms, in Å:
Li: 0.0587 0.0946 -0.1296
C: -1.9692 -1.3054 -1.8323
C: -2.1136 0.2040 -1.9212
C: -3.5457 0.5536 -2.3209
O: -3.8570 -0.0193 -3.5558
C: -5.1377 0.3352 -4.0413
N: -1.8336 0.7483 -0.5463
H: -2.7127 -1.7983 -1.2001
H: -1.0000 -1.7180 -1.5471
H: -2.1382 -1.7571 -2.8180
H: -1.3806 0.6718 -2.5793
H: -3.6564 1.6469 -2.3408
H: -4.2236 0.1299 -1.5622
H: -5.1402 1.3018 -4.5518
H: -5.8470 0.2789 -3.2145
H: -5.4070 -0.3745 -4.8223
H: -2.6145 0.3924 0.0093
H: -2.0110 1.7557 -0.5772
C: 3.8486 0.0965 -1.6536
C: 2.5776 0.2589 -0.8112
C: 2.2376 1.7398 -0.7608
O: 1.1732 1.9833 0.1693
C: 0.8528 3.3625 0.2319
N: 1.4748 -0.5105 -1.4469
H: 4.7505 0.5347 -1.2124
H: 3.7028 0.6145 -2.6064
H: 4.1389 -0.9423 -1.8090
H: 2.8070 -0.1643 0.1692
H: 2.0550 2.1357 -1.7658
H: 3.1072 2.2867 -0.3827
H: 1.6883 3.9292 0.6520
H: 0.0318 3.5199 0.9346
H: 0.5154 3.7181 -0.7446
H: 1.7780 -1.4561 -1.6896
H: 1.4667 -0.1830 -2.4232
C: -0.3356 0.5676 3.0553
C: 0.7156 -0.4177 2.5973
C: 1.1727 -1.3782 3.6892
O: 2.1552 -2.2249 3.1428
C: 2.6200 -3.1569 4.0816
N: 0.1458 -1.2426 1.4575
H: -0.5729 1.3237 2.3054
H: 0.0514 1.1145 3.9192
H: -1.2797 0.1031 3.3441
H: 1.6012 0.0538 2.1659
H: 0.3222 -2.0119 3.9836
H: 1.4914 -0.8423 4.5905
H: 1.8299 -3.7362 4.5763
H: 3.1679 -2.6716 4.8998
H: 3.2997 -3.8648 3.6135
H: 0.6901 -2.1083 1.4573
H: -0.7516 -1.5713 1.8214

natural (NBO) atomic charge list, values in e, 4 entries: Li 0.8440; C -0.6464; C -0.0708; C -0.0628